Here is a structure of composition C42H36F15GeNP2SSn from the OMol25 dataset. Energies are from ωB97M-V/def2-TZVPD.

```
99
Properties=species:S:1:pos:R:3:lowdin_charge:R:1
Sn -0.161 1.000 -0.073 0.79
Ge 1.641 -1.317 -2.678 0.68
S 1.885 -0.477 -0.709 0.19
P -3.066 0.476 1.113 1.00
P 1.110 2.492 1.743 0.95
F -0.888 0.695 -6.946 0.13
F 0.869 2.726 -7.156 0.15
F -0.991 -2.206 -1.163 0.06
F 6.684 -1.822 -4.472 0.13
F -2.559 -4.359 -1.540 0.12
F -0.717 -1.030 -4.960 0.11
F 2.826 3.039 -5.328 0.13
F 1.609 -3.497 -4.886 0.10
F 3.074 1.298 -3.325 0.08
F 2.766 -3.749 -1.284 0.09
F -2.035 -6.065 -3.554 0.15
F 7.181 -3.823 -2.735 0.14
F 0.020 -5.616 -5.240 0.13
F 5.205 -4.812 -1.184 0.13
F 4.247 -0.786 -4.670 0.10
N -0.265 -0.127 1.783 -0.21
C 3.452 3.895 2.690 -0.11
C -0.683 -3.058 -2.149 -0.21
C 0.386 0.150 2.975 -0.30
C -3.832 -0.235 -1.463 -0.12
C 2.104 1.088 -4.223 -0.25
C -5.149 -0.188 2.985 -0.11
C 0.614 -3.697 -4.009 -0.22
C 3.705 -3.234 -2.087 -0.24
C -4.006 0.786 2.694 -0.55
C 0.890 -0.348 5.317 -0.08
C -0.136 3.797 2.113 -0.55
C -1.252 -5.014 -3.368 -0.14
C 1.990 2.007 -5.237 -0.14
C 0.019 4.545 3.436 -0.10
C 3.404 -2.183 -2.946 -0.14
C -1.175 -3.734 1.504 -0.07
C 0.223 -0.086 -5.023 -0.21
C -1.508 -4.145 -2.332 -0.13
C 2.767 3.255 1.480 -0.51
C 5.707 -2.281 -3.689 -0.14
C -4.412 0.284 -0.141 -0.58
C -2.537 -3.644 1.224 -0.09
C 0.404 -2.814 -2.965 -0.13
C 1.255 -0.005 -4.096 -0.11
C 0.294 -0.689 4.119 -0.03
C -5.071 1.651 -0.339 -0.13
C -3.006 0.798 3.853 -0.12
C -0.255 4.761 0.923 -0.12
C 1.686 1.690 4.379 -0.11
C 0.094 0.816 -6.057 -0.15
C 0.989 1.854 -6.168 -0.14
C -1.023 -1.325 1.618 -0.36
C 3.690 2.197 0.852 -0.13
C 1.103 1.371 3.143 -0.30
C 4.956 -3.800 -2.012 -0.14
C 5.964 -3.305 -2.809 -0.14
C 4.439 -1.744 -3.753 -0.21
C -3.134 -2.398 1.108 -0.10
C -0.195 -4.788 -4.221 -0.14
C -0.421 -2.586 1.687 -0.04
C 1.602 0.843 5.465 -0.10
C -2.400 -1.225 1.307 -0.32
H -5.804 1.609 -1.148 0.08
H -3.105 0.469 -1.869 0.06
H 4.671 2.636 0.644 0.09
H -1.132 5.403 1.045 0.08
H -4.783 -1.216 3.019 0.07
H -4.630 -0.357 -2.202 0.08
H 3.293 1.801 -0.081 0.01
H -3.506 1.096 4.781 0.08
H -5.588 1.992 0.565 0.06
H 0.647 -2.648 1.871 0.12
H -1.054 3.200 2.163 0.09
H -5.161 -0.426 0.219 0.09
H 0.792 -1.023 6.162 0.11
H 2.797 4.546 3.270 0.06
H -0.893 5.116 3.637 0.08
H -3.334 -1.197 -1.343 0.05
H 4.289 4.501 2.332 0.08
H -0.697 -4.706 1.565 0.11
H -5.592 0.038 3.964 0.08
H 0.625 5.407 0.850 0.08
H -3.125 -4.544 1.070 0.11
H -4.187 -2.342 0.843 0.11
H -4.412 1.791 2.575 0.09
H 0.177 3.866 4.277 0.07
H -0.271 -1.609 4.058 0.10
H -4.320 2.405 -0.601 0.07
H -5.948 -0.126 2.241 0.07
H 2.073 1.101 6.406 0.10
H -2.174 1.491 3.678 0.06
H 0.849 5.256 3.396 0.07
H -2.579 -0.198 4.008 0.07
H 2.213 2.628 4.492 0.08
H 3.862 3.129 3.349 0.07
H 2.566 4.028 0.735 0.10
H -0.364 4.229 -0.025 0.05
H 3.829 1.355 1.536 0.08
```

Calculated values
Strongest force on any atom: 0.394 eV/A
Molecular weight: 1125.06 g/mol
Calculated total energy: -178150.9242 eV
Lowest unoccupied orbital energy: 0.13 eV
Net charge: 0
Highest occupied orbital energy: -7.4 eV

=====

Here is a structure of composition C42H36MnNOP2S from the OMol25 dataset. Energies are from ωB97M-V/def2-TZVPD.

```
84
Properties=species:S:1:pos:R:3:lowdin_charge:R:1
Mn -0.017 -1.180 -0.482 0.81
S -1.224 1.859 -0.958 1.08
P -3.122 -2.355 1.630 1.10
P 2.524 -1.501 -0.439 1.04
O -0.276 0.690 -1.231 -0.59
N 0.190 -1.522 1.500 -0.05
C 1.319 -1.820 3.433 -0.06
C -6.333 0.265 1.527 -0.08
C 4.007 2.220 -1.136 -0.09
C -2.113 -0.954 2.323 -0.31
C -2.539 -2.270 -0.136 -0.38
C 0.156 2.001 2.829 -0.04
C -0.566 5.041 -3.283 -0.06
C 3.250 0.142 -0.174 -0.38
C -0.677 -1.309 2.549 -0.41
C -1.035 2.216 0.773 -0.40
C -1.072 -3.157 -1.864 -0.12
C -7.035 -1.852 0.639 -0.07
C 4.144 -4.191 -3.017 -0.07
C 5.084 -2.139 -1.391 -0.08
C -5.767 -2.363 0.863 -0.11
C -1.525 -2.185 -2.759 -0.08
C -0.434 3.259 -1.694 -0.37
C -1.585 -3.206 -0.567 -0.14
C 4.067 1.910 1.247 -0.06
C 3.550 0.629 1.097 -0.09
C -2.493 -1.276 -2.351 -0.08
C 2.547 -2.325 1.205 -0.26
C -0.022 -1.484 3.746 -0.06
C -4.757 -1.562 1.402 -0.41
C 0.084 1.777 1.463 -0.08
C 3.254 -3.430 -2.275 -0.10
C 5.504 -3.922 -2.949 -0.07
C -5.057 -0.244 1.737 -0.10
C 1.423 4.732 -1.951 -0.05
C -0.873 2.667 3.478 -0.05
C 4.304 2.702 0.133 -0.08
C -2.990 -1.317 -1.053 -0.09
C 3.467 0.954 -1.288 -0.10
C -2.077 2.880 1.408 -0.08
C 5.972 -2.896 -2.139 -0.06
C 0.714 5.431 -2.924 -0.05
C 1.408 -1.849 2.064 -0.41
C 3.718 -2.406 -1.453 -0.37
C -1.150 3.942 -2.667 -0.08
C -1.984 3.113 2.771 -0.06
C -7.321 -0.534 0.972 -0.08
C 0.850 3.641 -1.325 -0.05
H -6.555 1.288 1.801 0.10
H -1.132 -2.151 -3.767 0.12
H -2.852 -0.525 -3.044 0.12
H 1.166 6.289 -3.403 0.11
H -7.804 -2.486 0.218 0.11
H -2.783 3.631 3.284 0.11
H -8.314 -0.136 0.810 0.11
H 2.191 -3.630 -2.338 0.08
H 6.200 -4.510 -3.532 0.11
H -5.557 -3.399 0.621 0.10
H -2.568 -0.718 3.289 0.09
H 0.881 1.253 0.952 0.08
H -0.347 -3.893 -2.187 0.11
H 1.008 1.632 3.384 0.12
H 5.454 -1.339 -0.762 0.11
H 3.778 -4.986 -3.652 0.11
H -0.459 -1.385 4.727 0.10
H 3.362 0.023 1.974 0.10
H 2.420 5.047 -1.675 0.11
H -2.149 3.621 -2.937 0.11
H -0.818 2.832 4.546 0.11
H 4.192 2.834 -2.009 0.11
H 2.110 -2.063 4.127 0.10
H -4.302 0.400 2.170 0.08
H 4.725 3.692 0.254 0.11
H 7.032 -2.686 -2.089 0.11
H 4.296 2.282 2.237 0.11
H 3.228 0.588 -2.280 0.12
H 2.458 -3.395 0.984 0.10
H -1.241 -3.965 0.126 0.12
H 3.514 -2.185 1.692 0.10
H -2.948 3.201 0.849 0.12
H 1.392 3.095 -0.563 0.10
H -2.217 -0.063 1.694 0.06
H -3.744 -0.601 -0.745 0.11
H -1.111 5.588 -4.040 0.11
```

Calculated values
Strongest force on any atom: 0.295 eV/A
Molecular weight: 719.71 g/mol
Calculated total energy: -108405.1591 eV
Lowest unoccupied orbital energy (alpha / beta): -2.41 / -2.44 eV
Net charge: +1
Highest occupied orbital energy (alpha / beta): -9.6 / -9.6 eV
Energy relative to the best compared isomer or geometry (same formula, charge and spin): 0.078 eV
Multiplicity: 6